47
Properties=species:S:1:pos:R:3:forces:R:3 method="wB97M-V/def2-TZVPD" de_lowest_kcal_mol=35.6 orbital_gap_ev=9.7 smiles="CCOC(=O)[C@@H]1CCCN(Cc2nc(Cc3ccccc3Cl)no2)C1" e_homo_ev=-9.011 total_energy_ev=-42158.2345 charge=0
C -1.67416 0.04526 4.62979 -0.0592 0.2258 0.1527
H -2.77070 -0.70216 6.30304 -0.0206 -0.0919 0.0191
H 1.16712 0.58471 -4.92709 0.0559 0.0521 0.0128
H 0.45497 0.31606 2.81723 -0.0439 0.0761 -0.0470
C -1.93004 -1.61688 -1.23884 -0.1492 -0.0586 -0.1069
C -1.38893 2.40671 4.51117 0.0070 -0.0723 0.0300
H 4.94362 -0.49586 -2.86476 -0.0747 0.1326 0.1332
C 4.59330 -1.18253 -0.84564 -0.2181 0.1850 -0.3021
H 1.02577 1.17522 -3.26439 0.0306 0.0389 -0.0170
Cl -1.42293 -1.53740 3.97481 0.0362 -0.2390 0.0392
C 0.67765 0.41511 -3.96649 -0.1487 -0.1425 -0.1116
H 3.96420 -0.92736 0.00379 -0.0156 0.0188 0.1084
H -0.02741 1.95232 2.33382 0.0549 -0.0543 0.0549
C -1.51048 0.19990 -2.78384 -0.1154 0.0052 -0.3370
H -2.97765 -1.66021 -1.54859 0.0717 -0.0854 0.0464
C -0.83652 0.50168 -4.11812 0.0612 0.1546 0.2216
H -1.12831 1.49615 -4.45851 -0.0265 0.0023 -0.0425
C 4.35655 -0.20505 -1.98765 0.5016 -0.1809 0.0708
C 2.53375 -1.10026 -3.18924 -0.4085 -0.2208 -0.3462
H 0.63585 -0.50064 -1.35519 -0.0127 -0.1197 -0.0775
C 0.29495 -1.22325 -2.11282 0.2207 -0.0392 -0.1404
C 1.04297 -0.96975 -3.42789 0.1649 0.1058 0.2150
H 4.35640 -2.19305 -1.16914 0.0228 -0.0850 0.0087
N -1.13406 -1.13370 -2.34725 -0.0839 -0.0276 -0.0121
C -2.09824 2.55208 5.69050 -0.0227 0.0619 0.0430
H -3.15275 1.54325 7.25901 -0.0491 0.0066 0.0816
H 0.52009 -2.22929 -1.75092 0.0319 0.0158 0.0653
H -1.21902 0.96998 -2.04783 -0.0468 -0.0117 0.0277
O -2.91766 -0.07847 0.39515 0.0182 -0.5119 -0.6200
C -1.25938 0.39471 1.62014 -0.4720 -0.1018 -0.6128
H -2.26358 3.53684 6.10008 -0.0154 0.0872 0.0336
H 0.75258 -1.73427 -4.15342 0.1281 0.0317 0.0791
N -0.79010 -0.48869 0.69163 0.0691 -0.4082 -0.3708
C -0.39846 0.98428 2.67846 -0.0991 0.1050 0.1310
H -1.00448 3.27974 4.00505 0.0452 0.0800 -0.0772
H 5.63557 -1.14487 -0.54216 0.1179 -0.0151 0.0611
H -2.59701 0.23050 -2.89842 0.0194 0.0398 0.0595
C -2.38596 0.17646 5.80944 0.0239 -0.0509 -0.0503
C -1.84069 -0.75169 -0.02554 0.3610 0.2555 0.4587
O 2.97528 -0.15995 -2.35002 -0.1460 0.2763 0.2088
C -2.59691 1.43679 6.34013 -0.0008 0.0219 -0.0019
H 4.60700 0.81599 -1.69224 -0.0377 -0.1109 -0.0780
O 3.23440 -1.94144 -3.68794 0.1710 -0.1086 -0.0019
H -1.58789 -2.62347 -0.98380 -0.1071 0.0711 0.0248
C -1.16183 1.15350 3.96101 0.0903 -0.0332 0.0841
N -2.52505 0.66234 1.46833 0.1455 0.7114 0.9405
H -1.17182 -0.22934 -4.85485 -0.0756 0.0083 -0.0587

***

73
Properties=species:S:1:pos:R:3:forces:R:3 method="wB97M-V/def2-TZVPD" orbital_gap_ev=4.0 e_homo_ev=-2.099 total_energy_ev=-51047.8032 charge=-1
O -0.39159 0.52837 8.12614 -0.4827 -0.8084 -0.0583
C 4.65397 -2.84812 -4.66934 -0.1960 0.2002 -0.1751
H 0.08931 -3.21144 0.20900 0.1951 -0.0616 -0.0236
H 3.78711 -4.68956 -2.80693 -0.0006 -0.0223 0.2324
C -4.38029 1.84055 -2.37204 -0.7396 0.7809 1.2707
H -0.26548 -0.38410 1.95262 0.1511 -0.1311 -0.0071
H 3.60651 2.14826 -4.61576 -0.1547 0.0163 -0.0762
C 1.13517 2.84618 -4.36775 -0.4282 -0.4191 -0.7460
H -3.35763 3.49000 -0.98298 -0.6218 -2.1001 0.0628
C 3.06244 1.77077 -5.48595 -0.2701 -0.1097 -0.0813
H -0.37353 -2.81860 6.17445 -0.0633 0.1924 0.1431
N -0.69583 -1.28912 0.13548 0.2341 0.8910 1.5330
H -1.69956 -3.50785 8.24021 -0.2200 -0.0574 0.0033
H 1.63779 -2.17400 -3.26776 0.0614 -0.0436 0.0028
H 1.00690 -2.00478 1.14679 -0.0854 0.0435 -0.1038
H -4.96950 -0.27121 -0.91751 1.8116 -0.9368 -1.4862
H 2.23213 3.68964 4.49952 0.0982 -0.0982 0.1623
H -5.53420 1.88222 -2.07036 2.1320 0.0335 -0.6345
C 0.44436 -2.17694 0.22502 -0.3522 0.2755 0.0122
C 0.78127 1.70604 -6.49134 -0.3753 0.0121 0.0890
H -4.25645 2.56521 -3.28193 -0.0176 -1.4361 1.7762
H 5.01580 -1.82243 -4.78850 0.0962 -0.1552 -0.1332
H -1.57114 -0.40629 -1.53191 -0.1975 -0.2796 -0.1160
H 3.49330 2.20275 -6.39394 0.1910 -0.0405 0.0465
H 2.73451 -3.55100 -1.92762 0.1165 0.0417 -0.1695
H 4.30866 -3.21494 -5.64056 0.2078 0.0817 0.0077
H -4.11856 1.95458 -0.03497 1.3565 0.9820 -2.1052
O -0.03720 3.17777 -4.24924 1.0287 -0.1855 -0.2916
C -0.22804 -1.83005 6.61817 0.1695 0.2941 0.0049
H -2.46815 1.82843 -0.99476 -2.4399 1.0889 -0.0011
H 5.46393 -3.48405 -4.30215 -0.2070 0.0978 0.0212
O -1.92978 0.41286 1.10437 0.6685 -0.5283 0.1068
C 1.70803 2.80575 4.87532 0.1635 -0.0224 -0.2283
C 2.42266 -2.10097 -4.03861 0.3773 0.0471 -0.4057
H 0.32787 2.59193 -6.94611 -0.0675 -0.1515 -0.0599
H 0.08517 1.91712 2.03052 -0.0420 0.0978 0.1521
C -1.55979 -1.37521 -1.02373 -0.3067 0.0892 0.0022
N 0.64596 2.46025 3.95322 0.2265 -0.3142 -1.2386
N -1.22282 -1.57655 7.63982 -0.1773 1.1439 0.8507
H -1.41450 2.16051 3.63884 0.1877 0.0246 0.0145
H -0.97880 3.42899 4.81309 -0.1775 -0.1214 0.0557
C -2.21206 -2.59580 7.92049 0.1710 0.0629 -0.1525
H -2.89730 -2.27377 8.70949 0.1589 0.0243 -0.1309
H 0.76749 -1.77100 7.06830 -0.0187 -0.0228 -0.2201
H -2.04475 1.81038 -4.18065 -0.6471 -0.9967 -0.2798
O 2.27381 -1.41270 -5.03990 0.5336 -0.7424 0.7620
H -0.01249 1.07769 -6.07640 -0.0586 0.0365 -0.2032
C 3.64070 -3.64072 -2.53303 0.1014 0.1016 -0.2377
N -3.55459 -0.33001 -3.98624 -0.3060 2.2239 3.8124
H 3.15120 0.68105 -5.51989 0.1562 0.1173 -0.0126
N 1.66007 2.12449 -5.41886 -0.1349 0.8098 1.2016
H -1.20670 -2.14788 -1.71190 0.0361 0.1624 0.1308
H 1.33612 1.14623 -7.24899 0.0196 0.0965 0.2219
S -2.67336 0.82293 -4.95708 -0.0677 0.1634 0.2723
H -2.78265 -2.79556 7.00889 -0.0839 -0.1406 0.1642
O 2.09551 2.16808 2.17233 -0.4636 0.0424 0.6234
H 2.41600 1.97343 4.93075 0.0636 0.1886 0.1201
C -3.54980 2.33352 -1.01405 0.5483 -0.4070 -0.1432
H -2.57572 -1.61182 -0.69365 0.2065 0.1652 -0.3756
C -0.98498 -0.36536 1.11744 -0.1919 -0.6427 -1.0453
H 1.09890 -2.00000 -0.63344 0.1155 -0.1327 0.0722
B -4.03878 0.26192 -2.67609 0.5916 -1.6809 -2.4614
O -4.27746 -0.69525 -1.53862 -2.0519 2.2978 -0.2191
N 3.54137 -2.85048 -3.74213 -1.0206 0.5634 -0.0704
H 1.88892 3.11285 -3.60860 0.1173 -0.0696 -0.0352
H -1.99673 -0.28491 9.06776 -0.0279 -0.1157 -0.0459
H -0.79396 1.70427 5.24639 -0.1870 0.1113 0.0466
H -0.31030 -1.06230 5.84303 0.1677 -0.1619 -0.0237
C -1.19761 -0.37369 8.31338 0.4122 -0.3691 -0.5943
H 1.30382 3.01240 5.86990 -0.0263 -0.0968 -0.2242
C 0.96627 2.16581 2.64483 0.0112 0.1875 0.4938
C -0.71868 2.43546 4.43633 0.1060 -0.0172 0.0038
H 4.49779 -3.29020 -1.95060 -0.0810 -0.1700 0.1414

***

Among the records above, which one has the lowest charge?
C17H42BN6O6S

***

The highest charge belongs to which entry?
C18H22ClN3O3